This record from OMol25 describes a structure of composition C2H3O6P at a distorted geometry. The level of theory is wB97M-V/def2-TZVPD.

Structure (XYZ):
```
12
C2H3O6P wB97M-V/def2-TZVPD
C 1.631 0.343 0.911
C 1.688 -0.229 -0.950
O -2.797 -0.558 -1.171
O -1.247 1.356 -0.418
O -1.127 -0.866 0.818
O 1.752 -0.897 0.263
O 1.728 1.006 -0.281
O -0.243 -0.622 -1.612
P -1.236 -0.153 -0.560
H 0.767 0.517 1.604
H 2.425 0.464 1.677
H -3.340 -0.361 -0.281
```

Results
Net charge: -2
Kohn-Sham gap: 0.22938 hartree
Maximum force: 3.59 eV/A

=====

This record from OMol25 describes an isolated molecule of C4H6S2Si at a distorted geometry. The level of theory is wB97M-V/def2-TZVPD.

Structure (XYZ):
```
13
C4H6S2Si wB97M-V/def2-TZVPD
C -0.383 0.707 -1.644
C -0.664 0.633 -0.276
C 0.695 0.307 -2.358
C 0.066 -0.299 0.520
Si -0.081 -0.328 2.385
S 2.025 -0.648 -1.664
S 0.974 -1.601 -0.224
H -1.178 1.072 -2.374
H -1.469 1.063 0.374
H 0.673 0.158 -3.430
H -1.319 -1.147 2.792
H -0.423 1.129 2.725
H 1.084 -1.047 3.174
```

Results
<S²>: 2.010
Net charge: 0
Kohn-Sham gap (alpha / beta): 0.26461 / 0.24774 hartree
Maximum force: 4.12 eV/A
Multiplicity: 3

=====

Question: Which of these has the highest net charge?
Answer: C4H6S2Si